Computed, not measured: C33H39ClFeN2O6Sb as an isolated structure in a non-equilibrium geometry, with wB97M-V/def2-TZVPD.

The geometry in XYZ format:
```
83
Properties=species:S:1:pos:R:3
Fe 0.46 -0.04 -0.49
Cl 5.64 -4.75 -2.05
C 4.22 -3.89 -1.54
C 2.97 -4.52 -1.63
C 1.83 -3.86 -1.23
C 1.88 -2.55 -0.72
O 0.79 -1.99 -0.28
C 3.15 -1.93 -0.65
C 3.31 -0.59 -0.17
N 2.35 0.23 0.11
C 2.63 1.52 0.59
C 3.86 2.07 0.86
C 3.96 3.40 1.34
C 2.84 4.16 1.54
C 1.56 3.62 1.27
C 0.35 4.33 1.45
C -0.83 3.73 1.16
C -0.82 2.40 0.69
N 0.28 1.71 0.54
C 1.47 2.30 0.81
C 4.31 -2.62 -1.06
H 2.91 -5.52 -2.04
H 0.86 -4.33 -1.32
H 4.34 -0.27 -0.03
H 4.78 1.52 0.72
H 4.94 3.80 1.54
H 2.92 5.18 1.90
H 0.39 5.36 1.80
H -1.78 4.24 1.27
H -1.74 1.90 0.42
H 5.27 -2.12 -1.00
O 2.01 -0.33 -4.32
C 1.22 0.08 -3.49
O 1.27 -0.25 -2.24
C 0.18 1.12 -3.92
C 0.56 2.51 -3.36
C -0.12 3.61 -4.17
C -1.59 3.41 -3.73
C -1.45 2.31 -2.67
O -0.15 2.56 -2.12
C -1.27 0.96 -3.37
C -1.43 -0.27 -2.47
O -1.60 -1.37 -2.95
O -1.40 -0.02 -1.18
H 0.19 1.14 -5.01
H 1.63 2.64 -3.18
H 0.03 3.49 -5.25
H 0.25 4.58 -3.87
H -2.25 3.10 -4.55
H -2.01 4.32 -3.30
H -2.20 2.32 -1.88
H -1.98 0.84 -4.18
C 1.21 -0.44 3.25
C -0.07 -1.26 3.31
C -0.90 -0.90 4.54
Sb -1.12 -1.15 1.42
C -1.55 -3.19 0.97
C -2.04 -3.99 2.18
C -2.48 -3.30 -0.23
C -3.04 -0.21 1.89
C -3.85 0.21 0.66
C -3.94 -1.07 2.77
H 1.80 -0.60 4.15
H 0.99 0.63 3.19
H 1.82 -0.70 2.39
H 0.20 -2.32 3.38
H -1.31 0.11 4.46
H -0.27 -0.92 5.43
H -1.72 -1.59 4.71
H -0.56 -3.55 0.69
H -3.02 -3.66 2.53
H -1.35 -3.95 3.02
H -2.14 -5.04 1.89
H -3.49 -2.97 0.02
H -2.55 -4.35 -0.54
H -2.12 -2.72 -1.08
H -2.75 0.69 2.44
H -4.21 -0.67 0.12
H -3.29 0.79 -0.07
H -4.72 0.78 0.98
H -4.27 -1.96 2.23
H -4.84 -0.50 3.03
H -3.47 -1.39 3.70
```

Its spin multiplicity is 2. The value obtained for the LUMO energy (spin up / spin down) is -1.20 / -1.08 eV. Its energy relative to the best compared isomer or geometry (same formula, charge and spin) is 0.0000 eV. The expectation value of S² is 0.915. The value obtained for the HOMO-LUMO gap (spin up / spin down) is 6.27 / 6.44 eV.

***

Computed, not measured: C49H43IN3OPSSiTc as an isolated structure in a non-equilibrium geometry, with wB97M-V/def2-TZVPD.

The geometry in XYZ format:
```
101
Properties=species:S:1:pos:R:3
Tc 0.58 -0.04 0.28
I 2.93 0.26 -1.24
C 4.08 1.84 -0.32
C 5.41 1.54 -0.16
C 6.31 2.54 0.21
C 5.88 3.83 0.29
C 4.52 4.16 0.13
C 4.12 5.51 0.18
C 2.80 5.85 0.09
C 1.84 4.84 0.04
C 2.18 3.50 -0.02
P 0.71 2.40 0.09
C -0.18 3.13 1.50
C -1.25 4.01 1.42
C -1.93 4.37 2.57
C -1.53 3.88 3.80
C -0.43 3.04 3.89
C 0.23 2.66 2.74
C -0.13 2.89 -1.44
C -1.52 2.87 -1.53
C -2.14 3.34 -2.67
C -1.38 3.76 -3.75
C 0.00 3.69 -3.71
C 0.63 3.27 -2.55
C 3.55 3.13 -0.08
H 5.77 0.54 -0.34
H 7.34 2.28 0.38
H 6.58 4.64 0.48
H 4.88 6.26 0.29
H 2.49 6.88 0.09
H 0.79 5.12 0.06
H -1.57 4.42 0.47
H -2.77 5.04 2.50
H -2.07 4.16 4.69
H -0.10 2.67 4.85
H 1.10 2.00 2.81
H -2.10 2.50 -0.69
H -3.22 3.37 -2.72
H -1.87 4.15 -4.63
H 0.59 3.98 -4.56
H 1.71 3.23 -2.52
O 0.33 -0.63 3.11
N 0.44 -0.39 1.98
C 0.25 -6.22 -0.46
Si 1.64 -4.97 -0.08
C 3.03 -5.04 -1.38
C 2.29 -5.14 1.71
C 0.91 -3.25 -0.18
C 0.65 -2.05 -0.06
H 0.59 -7.23 -0.26
H -0.07 -6.18 -1.50
H -0.62 -6.04 0.17
H 3.46 -6.04 -1.44
H 3.84 -4.36 -1.13
H 2.67 -4.78 -2.37
H 2.67 -6.15 1.88
H 1.50 -4.96 2.43
H 3.09 -4.44 1.91
C -1.44 -0.02 0.12
C -2.66 -0.07 0.20
C -4.04 -0.18 0.36
C -4.84 -0.44 -0.81
C -6.05 -1.15 -0.76
C -6.82 -1.32 -1.89
C -6.40 -0.80 -3.11
C -5.19 -0.13 -3.19
C -4.41 0.04 -2.06
C -4.58 -0.06 1.68
C -3.73 -0.22 2.80
C -4.25 -0.21 4.08
C -5.62 -0.03 4.28
C -6.45 0.18 3.19
C -5.94 0.19 1.91
H -6.38 -1.58 0.17
H -7.75 -1.86 -1.83
H -7.01 -0.92 -3.99
H -4.85 0.28 -4.13
H -3.48 0.58 -2.11
H -2.68 -0.39 2.64
H -3.60 -0.36 4.92
H -6.02 -0.02 5.28
H -7.50 0.37 3.35
H -6.59 0.44 1.08
N -1.70 -3.68 -1.57
C -2.53 -3.63 -0.52
S -1.88 -3.14 0.97
N -3.79 -4.01 -0.71
C -4.89 -4.03 0.15
C -4.87 -3.53 1.45
C -6.03 -3.54 2.21
C -7.21 -4.05 1.69
C -7.22 -4.58 0.41
C -6.07 -4.57 -0.36
H -0.73 -3.44 -1.41
H -1.99 -4.07 -2.45
H -4.02 -4.34 -1.65
H -3.96 -3.12 1.86
H -6.00 -3.12 3.21
H -8.11 -4.05 2.29
H -8.13 -5.00 0.00
H -6.09 -4.97 -1.36
```

The total charge is +2. Its spin multiplicity is 2. The value obtained for the LUMO energy (spin up / spin down) is -6.69 / -7.33 eV. Its energy relative to the best compared isomer or geometry (same formula, charge and spin) is 2.4808 eV. The expectation value of S² is 0.755. The value obtained for the HOMO-LUMO gap (spin up / spin down) is 6.10 / 5.46 eV.